1.
The following is a DFT calculation (ωB97M-V/def2-TZVPD) of C49H108AsF6N5OP2 as an isolated structure in a non-equilibrium geometry.

Positions of all 172 atoms, in Å:
As 0.16567 1.83491 0.37133
F 0.32364 1.54610 -1.39954
F 1.59347 2.95540 0.39335
F -0.06640 1.99416 2.14565
F -1.33365 0.83465 0.35990
F 1.21668 0.42128 0.72530
F -0.84823 3.29965 0.08525
C 4.82875 3.22786 0.22063
N 4.76884 2.77997 -1.21146
C 4.22612 1.38335 -1.34011
C 3.91752 3.83904 -1.94654
C 6.19959 2.75451 -1.86814
C 7.19505 1.71061 -1.40999
O 7.43693 1.78314 -0.06477
H 3.82728 3.27270 0.64858
H 5.25922 4.22078 0.35067
H 5.41710 2.46609 0.73215
H 3.16801 1.38655 -1.07837
H 4.79470 0.83437 -0.58947
H 4.35030 0.88048 -2.29917
H 4.35514 4.83338 -1.85768
H 2.98063 3.90342 -1.39319
H 3.79305 3.58477 -2.99913
H 6.69729 3.70632 -1.68256
H 6.07370 2.52367 -2.92595
H 8.13468 2.06979 -1.82973
H 7.10064 0.69723 -1.80017
H 8.13569 1.14549 0.09871
C -0.22274 -2.39252 -1.65058
C 0.50751 -1.45881 -2.61382
N 0.75706 -2.16950 -3.80459
C -0.14900 -2.92935 -4.54369
C 0.51624 -3.38872 -5.70285
N 1.85425 -3.22910 -5.46605
C 2.00477 -2.46005 -4.34983
C 2.83464 -3.70084 -6.38854
H 0.48779 -2.90645 -1.00320
H -0.78630 -3.23423 -2.05309
H -0.86317 -1.77916 -1.01676
H 1.41718 -0.98262 -2.24798
H -0.12244 -0.59413 -2.82262
H -1.20438 -2.76168 -4.38722
H 0.17717 -3.97735 -6.54246
H 2.91393 -2.08219 -3.90592
H 3.62236 -2.94746 -6.38804
H 2.56095 -3.98996 -7.40324
H 3.24401 -4.53806 -5.82322
C -1.02469 0.53211 -7.72535
C -0.43656 1.92715 -7.33754
N -1.08777 2.67319 -6.23887
C -2.24461 3.39666 -6.34691
C -2.53918 4.03471 -5.15510
N -1.47184 3.71111 -4.31340
C -0.63282 2.82538 -4.95017
C -1.44158 4.07687 -2.92826
H -0.64108 0.12495 -8.66085
H -2.07984 0.74050 -7.90233
H -1.05647 -0.26801 -6.98581
H -0.52188 2.62116 -8.17370
H 0.62843 1.80793 -7.13837
H -2.71989 3.48028 -7.31310
H -3.29711 4.65070 -4.69414
H 0.25097 2.35338 -4.54702
H -1.99015 5.01853 -2.90695
H -0.43031 4.35297 -2.62959
H -1.95470 3.35893 -2.28843
C -2.97372 4.71397 2.03240
C -4.49994 4.35516 1.78826
C -4.71814 3.30627 0.72502
C -4.35405 1.86123 1.17230
P -4.50664 0.54469 -0.12861
C -3.80976 1.07669 -1.65827
C -3.74232 -0.04062 -2.75011
C -3.38170 0.37587 -4.16199
C -4.60389 0.92679 -4.86017
C -3.67138 -1.04573 0.51400
C -3.36775 -1.21612 2.02396
C -3.06334 -2.63227 2.37872
C -1.80461 -3.22283 1.65974
C -6.26221 0.35243 -0.35251
C -7.04327 1.27295 -1.38603
C -8.55967 0.98683 -1.33451
C -9.33387 1.60827 -2.51831
H -2.91439 5.69114 2.51167
H -2.34153 4.79046 1.14776
H -2.36290 3.97707 2.55393
H -5.00660 5.29878 1.58584
H -4.85872 4.02125 2.76185
H -4.17975 3.62622 -0.16710
H -5.79297 3.33808 0.54659
H -4.92584 1.55860 2.04956
H -3.32596 1.90315 1.53199
H -2.80908 1.35673 -1.32915
H -4.30250 2.03313 -1.83301
H -4.75674 -0.43855 -2.77652
H -3.11777 -0.87881 -2.44114
H -3.02387 -0.47338 -4.74407
H -2.54143 1.06249 -4.26498
H -4.36760 1.11843 -5.90686
H -4.89611 1.86904 -4.39664
H -5.38787 0.17901 -4.74059
H -2.62919 -0.98966 0.19971
H -4.07301 -1.92110 0.00358
H -4.13193 -0.94031 2.75064
H -2.64516 -0.51606 2.44334
H -3.92962 -3.24295 2.12432
H -2.96480 -2.85489 3.44119
H -1.64428 -4.20262 2.10965
H -0.93074 -2.59875 1.84674
H -1.98961 -3.38076 0.59723
H -6.75437 0.32390 0.61964
H -6.33172 -0.70974 -0.58710
H -6.71588 1.08953 -2.40939
H -6.94514 2.34334 -1.20517
H -8.93563 1.32842 -0.37011
H -8.70140 -0.09379 -1.35134
H -8.81740 2.46925 -2.94265
H -10.40992 1.72472 -2.38932
H -9.29504 1.02221 -3.43653
C 5.82821 -0.57678 7.26018
C 5.17313 -1.79612 6.48745
C 3.69795 -1.95830 6.80527
C 2.90839 -2.92414 5.84827
P 2.32718 -2.39256 4.19380
C 3.67329 -1.60107 3.26271
C 4.07733 -0.11274 3.62673
C 5.43111 0.40868 2.98613
C 6.71578 -0.36983 3.54570
C 1.56072 -3.80908 3.23085
C 2.52361 -4.88820 2.83099
C 1.79572 -6.06327 2.11197
C 1.16516 -5.64421 0.83110
C 1.15109 -1.04459 4.41862
C -0.17002 -1.46624 5.12366
C -1.08559 -0.28535 5.26959
C -2.39512 -0.59115 5.97616
H 6.86280 -0.87701 7.42618
H 5.39698 -0.68197 8.25571
H 5.54088 0.29969 6.67935
H 5.72408 -2.68974 6.78068
H 5.38997 -1.84355 5.42029
H 3.26659 -0.96523 6.67931
H 3.74986 -2.21369 7.86366
H 2.17755 -3.34648 6.53791
H 3.55732 -3.78442 5.68424
H 3.42937 -1.65872 2.20191
H 4.43788 -2.37722 3.29565
H 4.10396 0.01792 4.70855
H 3.31287 0.63690 3.42239
H 5.54671 1.47679 3.17021
H 5.36510 0.29359 1.90422
H 6.60296 -1.44844 3.43628
H 6.78212 -0.13471 4.60798
H 7.58129 -0.05303 2.96380
H 1.15768 -3.27087 2.37296
H 0.74738 -4.10724 3.89243
H 3.01521 -5.34979 3.68736
H 3.33613 -4.48748 2.22489
H 1.05586 -6.43313 2.82183
H 2.52398 -6.86300 1.97712
H 0.58454 -6.47173 0.42341
H 1.93017 -5.15167 0.23086
H 0.44483 -4.86052 1.06572
H 0.88209 -0.84666 3.38104
H 1.61150 -0.23685 4.98754
H -0.01379 -1.93582 6.09484
H -0.63683 -2.19638 4.46254
H -1.23050 0.27073 4.34337
H -0.53686 0.48050 5.81774
H -2.95794 -1.39412 5.50017
H -3.04744 0.27462 6.09025
H -2.18968 -0.84942 7.01501

- Frontier orbital gap (spin up / spin down): 3.32 / 7.65 eV
- Charge: +3
- Multiplicity: 2

2.
The following is a DFT calculation (ωB97M-V/def2-TZVPD) of an isolated ion of composition C8H14 and charge +1 in a non-equilibrium geometry.

Positions of all 22 atoms, in Å:
C 0.31518 1.55306 -2.64375
C 0.44926 2.32720 -1.33926
C -0.13810 1.55355 -0.15127
C 0.48739 0.19767 -0.01974
C 1.46559 -0.25723 0.83842
C -1.22928 -2.93794 1.65336
C -0.29321 -1.79085 1.73208
C -0.31058 -0.84209 0.76955
H 0.63367 2.12194 -3.51402
H 0.92445 0.64795 -2.60526
H -0.71176 1.23085 -2.82873
H 1.50749 2.51391 -1.14769
H -0.04726 3.29551 -1.40742
H -0.02612 2.13404 0.76939
H -1.20695 1.40673 -0.32021
H 2.06671 -1.12710 0.59606
H 1.66348 0.19476 1.81393
H -2.22766 -2.62133 1.33191
H -0.88502 -3.71608 0.97082
H -1.37782 -3.42016 2.61728
H 0.19084 -1.61771 2.68963
H -1.25032 -0.84670 0.19494

- Frontier orbital gap (spin up / spin down): 8.33 / 8.51 eV
- Relative energy (zero: lowest compared OMol25 entry of this formula, charge and spin): 299.56 kJ/mol
- Charge: +1
- Multiplicity: 2

3.
The following is a DFT calculation (ωB97M-V/def2-TZVPD) of a 2-piece molecular cluster, C5H16N3 overall in a non-equilibrium geometry.

Positions of all 24 atoms, in Å:
C -2.59628 -1.99439 0.22378
C -2.56587 -1.61360 -1.22350
H -1.79775 -2.68998 0.37169
H -2.18903 -1.08652 0.86197
H -3.54110 -2.37420 0.61649
H -2.86608 -2.53481 -1.75096
H -1.49272 -1.47253 -1.65020
H -3.22765 -0.86408 -1.51750
C 2.13057 0.82685 1.13792
C 3.01417 -0.39876 1.31622
C 0.07636 1.12269 -0.39179
N 1.33830 0.53709 -0.02743
N -0.82106 1.09487 0.62759
N -0.20986 0.91988 -1.65380
H 1.33270 1.03597 1.84172
H 2.59453 1.86150 1.05439
H 4.04685 -0.27592 1.25713
H 2.73389 -1.11448 0.59327
H 1.97950 0.53837 -0.93227
H -0.41312 1.17657 1.57014
H -1.69038 1.65766 0.61640
H 0.15263 0.00998 -1.96083
H -0.91483 1.46707 -2.22285
H 2.78720 -0.85428 2.25108

- Frontier orbital gap: 9.95 eV
- Relative energy (zero: lowest compared OMol25 entry of this formula, charge and spin): 270.73 kJ/mol
- Charge: +1

4.
The following is a DFT calculation (ωB97M-V/def2-TZVPD) of an isolated ion of composition C6H12N and charge +1 in a non-equilibrium geometry.

Positions of all 19 atoms, in Å:
C -2.17973 -2.47196 -2.06822
N -1.88633 -1.82357 -1.01348
C -0.88364 -0.78370 -0.97168
C -0.84510 0.11009 0.00610
C 0.28112 1.06176 0.19973
C 1.25374 0.70681 1.30221
C 2.31430 1.79577 1.49710
H -2.15106 -2.16851 -3.10874
H -2.84958 -3.32668 -1.98761
H -2.18552 -2.22048 -0.12619
H -0.27161 -0.79947 -1.86129
H -1.71375 0.16683 0.66260
H 0.83798 1.10302 -0.75340
H -0.02839 2.09936 0.12785
H 0.76932 0.64815 2.28564
H 1.71028 -0.26604 1.16380
H 3.04653 1.78913 0.68517
H 2.88422 1.58701 2.39508
H 1.89720 2.79248 1.56531

- Frontier orbital gap: 8.98 eV
- Relative energy (zero: lowest compared OMol25 entry of this formula, charge and spin): 171.37 kJ/mol
- Charge: +1
- Structure (SMILES): C=[NH+]/C=C/CCC

5.
The following is a DFT calculation (ωB97M-V/def2-TZVPD) of the molecule C2H3OPS in a non-equilibrium geometry.

Positions of all 8 atoms, in Å:
C -1.81684 -0.49657 0.11824
C 1.49010 1.03040 -0.76664
O -0.75993 -0.93467 -0.55735
P 0.55369 -1.83321 -0.14760
S 2.09257 -0.11455 0.20016
H -2.24759 0.40244 -0.44227
H 2.02793 1.87509 -0.80045
H 0.50271 -1.96162 1.23009

- Frontier orbital gap: 8.19 eV
- Relative energy (zero: lowest compared OMol25 entry of this formula, charge and spin): 562.81 kJ/mol
- Charge: 0

6.
The following is a DFT calculation (ωB97M-V/def2-TZVPD) of the molecule C6H7Cl in a non-equilibrium geometry.

Positions of all 14 atoms, in Å:
C -0.29458 3.58630 -0.54145
C 0.26726 2.40444 -0.85154
C 0.26772 1.18555 -0.00968
C 0.77409 0.03560 -0.39818
C 0.35721 -1.32193 0.00745
C 0.87571 -2.40634 -0.55046
Cl -0.96843 -1.56735 1.10084
H -0.23675 4.35089 -1.25986
H -0.82295 3.63276 0.38892
H 0.78878 2.20687 -1.78661
H -0.29506 1.23177 0.92295
H 1.43881 0.04150 -1.32690
H 1.67675 -2.35384 -1.25364
H 0.42934 -3.36684 -0.33599

- Frontier orbital gap: 8.87 eV
- Relative energy (zero: lowest compared OMol25 entry of this formula, charge and spin): 102.54 kJ/mol
- Charge: 0
- Structure (SMILES): C=C/C=C/C(=C)Cl

7.
The following is a DFT calculation (ωB97M-V/def2-TZVPD) of C18H24As2N2O3RhS2 as an isolated structure in a non-equilibrium geometry.

Positions of all 52 atoms, in Å:
Rh -0.22308 -0.21115 0.73900
C -1.29817 -3.13050 -1.15531
As -0.42075 -1.41874 -1.49866
C 0.95140 -1.96390 -2.76084
C -1.76491 -0.50906 -2.56574
C -1.81315 -0.62941 -3.94999
C -2.79154 0.03570 -4.67211
C -3.73328 0.81270 -4.01341
C -3.69076 0.92902 -2.63298
C -2.69858 0.28204 -1.90492
As -2.57788 0.52619 0.02837
C -4.29143 -0.17190 0.64011
C -2.90714 2.43626 0.21037
H -1.63305 -3.56046 -2.09822
H -2.15269 -2.99175 -0.49602
H -0.58942 -3.80343 -0.67480
H 0.53873 -2.70555 -3.44140
H 1.77976 -2.40078 -2.20686
H 1.31593 -1.09979 -3.31194
H -1.09442 -1.25243 -4.46730
H -2.82176 -0.04952 -5.75005
H -4.49712 1.33214 -4.57624
H -4.43335 1.53179 -2.12421
H -5.08432 0.27197 0.04202
H -4.42330 0.09835 1.68676
H -4.32406 -1.25499 0.54472
H -3.89544 2.68847 -0.16788
H -2.14750 2.99063 -0.33523
H -2.85779 2.70123 1.26509
O 0.66853 -1.71996 2.04451
N 1.93267 -1.77660 2.13908
N 2.56123 -1.10796 1.26587
O 1.96123 -0.46694 0.28311
C 3.98200 -0.96812 1.39598
C 4.75162 -2.01148 1.88523
C 6.11838 -1.82596 2.01203
C 6.69965 -0.61545 1.66135
C 5.91386 0.42173 1.18009
C 4.54696 0.24955 1.04059
H 4.28238 -2.94724 2.15562
H 6.73930 -2.63052 2.38200
H 7.76955 -0.48765 1.75817
H 6.35899 1.36988 0.91060
H 3.91457 1.04502 0.67455
C -0.80100 3.72571 4.20464
O -0.19396 3.46803 2.92472
C -0.26753 2.29676 2.35247
S -1.04668 0.93742 2.96844
S 0.51887 2.13831 0.86099
H -1.34222 4.66306 4.11253
H -0.01104 3.83382 4.94389
H -1.47830 2.92544 4.49121

- Frontier orbital gap (spin up / spin down): 6.52 / 6.51 eV
- Relative energy (zero: lowest compared OMol25 entry of this formula, charge and spin): 258.10 kJ/mol
- Charge: +1

8.
The following is a DFT calculation (ωB97M-V/def2-TZVPD) of an isolated ion of composition C20H38BFN3O7P2Si and charge +1 in a non-equilibrium geometry.

Positions of all 73 atoms, in Å:
H -2.26957 -2.99413 -3.18329
N -1.79653 -3.86109 -2.92430
C -1.70751 -3.93067 -1.66155
C -1.08323 -5.15967 -1.06279
C -2.28602 -2.78366 -0.79135
N -1.34068 -1.66940 -0.52799
C -1.35656 -0.53571 -1.25759
P -2.52991 -0.34633 -2.68339
P -1.24859 -0.72835 -4.41174
O -0.12712 -1.58642 -4.03834
O -0.64649 0.64503 -5.02190
O -2.12514 -1.34064 -5.58011
C -0.50374 0.51350 -0.97860
C -0.49330 1.80384 -1.75407
C -1.34349 2.88095 -1.06543
O -0.78120 3.21502 0.18013
Si -1.60282 4.41455 1.05087
C -2.21608 5.83917 -0.01952
C -0.35784 5.10660 2.28452
C -3.01265 3.66253 2.04255
C 0.39985 0.40999 0.07972
C 1.33469 1.52760 0.50538
O 1.40106 1.80265 1.68249
O 2.05346 2.26759 -0.41330
C 3.22254 1.64473 -0.90510
C 4.42322 1.81366 0.01907
F 3.00881 0.33526 -1.26728
C 0.40846 -0.78603 0.80565
N 1.26964 -1.00342 1.90890
C 2.68755 -1.13934 1.55579
C 3.43047 -1.77900 2.76575
C -0.45113 -1.79698 0.47752
B -0.32033 -3.13016 1.40124
O -1.42766 -3.54551 2.11105
C 0.98392 -3.99694 1.55539
C 1.16998 -4.33404 3.07373
H -0.96003 -5.89458 -1.85937
H -0.07214 -4.91569 -0.73175
H -1.68252 -5.63162 -0.28168
H -2.69402 -3.14923 0.15004
H -3.15202 -2.42491 -1.34426
H -2.89153 1.01168 -2.77452
H 0.29354 0.65416 -4.79202
H -2.14856 -0.76313 -6.35754
H -0.86863 1.70964 -2.77111
H 0.51148 2.21192 -1.84266
H -1.33048 3.75040 -1.73866
H -2.39779 2.55996 -1.01150
H -2.33677 6.68902 0.65984
H -1.48184 6.12071 -0.77929
H -3.18856 5.63405 -0.47464
H 0.48245 5.50300 1.70514
H 0.03847 4.26200 2.85869
H -0.80574 5.85511 2.93664
H -3.76668 3.19888 1.39836
H -3.46267 4.45631 2.64470
H -2.61990 2.89344 2.71460
H 3.47464 2.17596 -1.82672
H 4.75171 2.85132 -0.05868
H 5.21325 1.17032 -0.37098
H 4.18234 1.62880 1.06563
H 1.11784 -0.33707 2.65411
H 3.16820 -0.17378 1.39969
H 2.85305 -1.77496 0.68798
H 3.65125 -2.83352 2.61314
H 2.76514 -1.71546 3.63233
H 4.32390 -1.21650 3.03970
H -1.83183 -2.77017 2.52454
H 0.83555 -4.96661 1.06973
H 1.87693 -3.54123 1.13329
H 0.66734 -3.60266 3.70920
H 0.71459 -5.30148 3.28798
H 2.22338 -4.39046 3.34330

- Frontier orbital gap: 8.14 eV
- Charge: +1
- Structure (SMILES): [H]/N=C(/C)C[n+]1c(PP(=O)(O)O)c(CCO[Si](C)(C)C)c(C(=O)O[C@@H](C)F)c(NCC)c1B(O)CC

Question: What is the formula in the fourth record?
Answer: C6H12N